{"formula": "C39H43As2ClSi2Tm", "method": "ωB97M-V with the def2-TZVPD basis set", "symbols": ["C", "C", "C", "H", "C", "C", "H", "H", "H", "H", "Tm", "Si", "C", "C", "H", "C", "H", "C", "H", "C", "H", "C", "H", "C", "C", "H", "C", "H", "C", "H", "C", "H", "C", "H", "H", "Si", "C", "C", "H", "C", "H", "C", "H", "C", "H", "C", "H", "C", "C", "H", "C", "H", "C", "H", "C", "H", "C", "H", "H", "Cl", "C", "As", "C", "C", "C", "C", "C", "C", "C", "As", "C", "C", "H", "H", "H", "H", "H", "H", "H", "H", "H", "H", "H", "H", "H", "H", "H", "H"], "coordinates": [[1.784915, -1.040163, -0.946538], [1.850780, -0.759400, -2.343900], [3.092028, -0.096110, -2.593938], [1.111546, -1.072495, -3.072671], [3.725685, 0.151038, -1.317648], [2.889592, -0.426256, -0.297671], [3.127385, -0.525549, 0.756661], [1.126529, -1.745065, -0.444882], [3.438851, 0.152873, -3.605213], [4.707291, 0.615139, -1.205384], [1.777869, 1.468638, -1.389742], [3.165984, 3.522850, -2.311112], [2.207802, 4.498995, -3.576370], [1.885922, 5.804952, -3.216474], [2.198168, 6.207836, -2.248901], [1.175300, 6.617670, -4.100046], [0.875672, 7.614770, -3.772106], [0.822713, 6.112295, -5.348532], [0.211531, 6.717962, -6.012009], [1.190000, 4.816055, -5.739411], [0.895388, 4.422312, -6.718689], [1.893405, 4.010548, -4.852713], [2.208963, 3.010844, -5.147196], [4.721881, 4.484131, -2.036142], [5.696720, 4.499945, -3.051419], [5.573031, 3.956810, -3.991666], [6.898344, 5.184665, -2.844878], [7.624761, 5.185541, -3.662675], [7.181343, 5.787283, -1.606605], [8.172958, 6.184969, -1.387355], [6.184587, 5.864037, -0.625357], [6.342117, 6.343316, 0.343913], [4.961362, 5.243189, -0.871283], [4.246758, 5.333989, -0.058822], [3.304103, 2.170766, -2.826263], [-1.230525, 5.510603, -0.471785], [0.365060, 4.660195, 0.072409], [1.231508, 3.880330, -0.725994], [0.814419, 3.558798, -1.725234], [2.535707, 3.538727, -0.221291], [3.154723, 2.551754, -0.313899], [2.897624, 3.947454, 1.156117], [3.879745, 3.564770, 1.513009], [1.853907, 4.302610, 1.987447], [1.958012, 4.220979, 3.071384], [0.636161, 4.745998, 1.439839], [-0.103056, 5.144753, 2.121565], [-1.587379, 5.355247, -2.294565], [-1.441750, 4.204319, -3.067167], [-0.906708, 3.324588, -2.687732], [-2.007586, 4.174594, -4.343554], [-1.911032, 3.274899, -4.935110], [-2.672438, 5.270981, -4.860009], [-3.120459, 5.215396, -5.844107], [-2.765672, 6.432549, -4.095580], [-3.269041, 7.303875, -4.480080], [-2.235784, 6.483960, -2.819280], [-2.329734, 7.378677, -2.201923], [-1.124714, 6.863072, -0.241492], [-2.725764, 4.632867, 0.602871], [-0.671306, 1.718333, 2.998928], [0.456300, 0.800642, 1.671054], [1.670585, -0.003133, 3.010477], [-0.854591, -0.725816, 1.438469], [-1.070578, -1.633108, 2.477440], [-2.061046, -2.620228, 2.351839], [-2.808374, -2.723969, 1.174439], [-2.584287, -1.823095, 0.115912], [-1.628064, -0.812416, 0.250928], [-1.331838, 0.534190, -1.217868], [-1.903612, -0.520095, -2.773916], [-2.952244, 1.620262, -0.957003], [-0.657001, 2.779062, 2.718364], [-0.270820, 1.567114, 4.012440], [-1.689353, 1.310675, 2.918999], [1.426220, 0.427589, 3.993205], [1.537178, -1.092664, 3.001857], [2.694021, 0.269695, 2.723891], [-0.476150, -1.581081, 3.389744], [-2.241908, -3.305433, 3.183470], [-3.568655, -3.504348, 1.074560], [-3.154012, -1.913763, -0.809115], [-2.843933, -0.095817, -3.156564], [-1.108920, -0.423176, -3.525941], [-2.026906, -1.573505, -2.489853], [-3.866973, 1.029178, -1.104729], [-2.914665, 2.024717, 0.058120], [-2.904458, 2.446584, -1.675233]], "forces_ev_per_a": [[0.538, 0.040, 0.038], [1.161, -0.929, 0.344], [-0.017, -1.016, 0.098], [0.259, -0.044, -0.004], [0.333, -1.211, -0.506], [0.893, -0.898, -1.133], [0.005, 0.135, -0.290], [-0.303, 0.540, -0.175], [0.035, -0.031, 0.696], [-0.351, -0.179, 0.141], [-3.946, 0.211, 1.129], [1.915, 3.991, -0.270], [0.173, -0.431, 0.254], [-0.280, 0.467, -0.314], [-0.160, -0.153, -0.216], [0.125, -0.253, 0.287], [0.101, -0.235, -0.312], [-0.207, -0.251, -0.125], [0.179, -0.061, 0.012], [-0.151, 0.254, -0.037], [0.174, 0.275, 0.367], [-0.135, 0.146, 0.270], [-0.148, 0.085, 0.026], [0.746, 0.060, -0.077], [0.439, 0.372, 0.573], [-0.151, 0.181, 0.262], [0.090, -0.191, 0.131], [-0.069, 0.037, 0.468], [-0.245, 0.052, -0.045], [-0.279, 0.033, -0.275], [0.150, -0.392, -0.692], [0.098, -0.054, -0.438], [0.307, -0.154, 0.142], [-0.123, -0.160, -0.420], [0.134, -0.585, -0.147], [0.822, -2.438, -1.330], [-0.113, -0.979, -0.028], [-2.406, 0.454, 0.906], [0.626, 0.919, 0.910], [1.113, -0.854, -0.924], [-0.900, 0.312, 0.525], [-0.275, -0.955, 0.040], [-0.920, 0.561, -0.091], [1.014, -0.044, -0.320], [0.192, 0.404, -0.294], [0.100, 0.187, 0.153], [-0.070, 0.163, -0.045], [-0.034, 0.139, 0.730], [-0.295, 0.235, -0.390], [-0.364, 0.288, -0.130], [0.464, -0.451, 0.239], [-0.018, -0.057, -0.109], [-0.023, 0.280, 0.319], [0.031, 0.073, 0.026], [-0.115, 0.113, -0.194], [-0.127, 0.102, -0.188], [0.163, -0.541, -0.029], [-0.059, -0.150, -0.267], [0.014, 2.148, 0.730], [-0.311, 0.159, 0.364], [-0.181, 0.422, -0.286], [-0.704, -0.844, 0.453], [0.083, 0.103, -0.311], [0.183, 0.379, -0.545], [-0.383, -0.173, -0.348], [0.106, 0.177, -0.159], [0.156, 0.272, -0.126], [0.147, -0.087, 0.533], [0.589, 0.334, 0.139], [-0.463, -0.592, 0.530], [0.150, 0.140, -0.087], [0.226, -0.093, 0.000], [-0.245, -0.204, 0.389], [-0.262, 0.141, -0.422], [0.335, 0.307, 0.135], [0.230, -0.363, -0.383], [0.280, 0.344, 0.116], [-0.195, -0.226, 0.295], [-0.229, -0.008, -0.178], [0.056, 0.177, -0.326], [0.295, 0.307, 0.032], [0.022, -0.019, 0.323], [0.346, -0.292, 0.053], [-0.410, -0.178, 0.058], [0.042, 0.367, -0.270], [0.355, 0.122, 0.062], [-0.130, -0.082, -0.247], [-0.198, -0.145, 0.202]], "multiplicity": 3, "total_charge": 1, "homo_lumo_gap_ha": [0.2296, 0.2348], "homo_energy_ev": [-8.851, -9.500], "lumo_energy_ev": [-2.60, -3.11], "total_energy_ev": -220615.764, "de_lowest_kj_mol": 289.9}

=====

{"formula": "CH2N2O2S", "method": "ωB97M-V with the def2-TZVPD basis set", "symbols": ["C", "N", "N", "O", "O", "S", "H", "H"], "coordinates": [[0.557562, 0.128088, -0.623436], [-0.182348, 1.288756, -0.349799], [-0.796540, 1.389500, 0.655408], [-0.877793, -1.965836, 0.195271], [-0.673451, 0.193246, 1.529261], [0.087917, -1.082492, 0.796769], [0.260739, -0.309173, -1.579353], [1.623914, 0.357912, -0.624120]], "forces_ev_per_a": [[0.440, -1.265, 0.688], [0.051, 0.944, -1.028], [-0.853, 0.331, 0.872], [-0.648, -0.649, -0.343], [0.691, -0.603, -0.181], [0.365, 1.329, -0.229], [0.004, -0.087, 0.176], [-0.051, 0.000, 0.044]], "total_charge": 0, "homo_lumo_gap_ha": 0.3958, "homo_energy_ev": -10.305, "lumo_energy_ev": 0.46, "total_energy_ev": -18976.764, "de_lowest_kj_mol": 440.4}

=====

{"formula": "C9H9NO2S2", "method": "ωB97M-V with the def2-TZVPD basis set", "symbols": ["C", "C", "C", "C", "C", "C", "C", "C", "C", "N", "O", "O", "S", "S", "H", "H", "H", "H", "H", "H", "H", "H", "H"], "coordinates": [[0.692284, 2.386285, 3.134653], [-0.582774, 2.252889, 2.584520], [1.689897, 1.426044, 2.912163], [-0.890915, 1.099763, 1.800020], [1.400585, 0.395545, 2.067756], [0.213236, 0.205567, 1.524344], [-0.997964, -0.285465, -4.269287], [-0.325948, -1.367786, -3.825646], [-0.659830, -2.286415, -2.832161], [-0.930228, -3.103408, -2.059214], [-0.773342, -0.299102, -0.793948], [-0.674566, -2.340714, 0.648262], [1.748453, -1.606438, -0.604235], [0.100223, -0.945803, 0.163197], [1.033193, 3.265139, 3.522331], [-1.396379, 2.939672, 2.791613], [2.663630, 1.586650, 3.188956], [-1.870430, 1.032627, 1.396398], [2.194181, -0.373828, 1.891202], [-0.703456, 0.322621, -5.077734], [-1.907532, 0.148288, -3.694437], [0.685966, -1.539985, -4.261115], [-0.708283, -2.912145, -0.207637]], "forces_ev_per_a": [[0.292, -2.067, -1.664], [-0.437, -2.150, -0.440], [-2.939, 1.275, -0.645], [2.547, 0.845, 0.794], [3.671, -2.205, 0.967], [-4.258, 0.347, -0.799], [-6.270, 6.153, -0.095], [4.680, -6.361, 2.388], [0.172, 1.630, -2.407], [-0.325, -1.059, 1.067], [-0.097, 0.372, 0.478], [0.605, 1.238, -0.613], [0.160, 0.666, 0.806], [-1.028, -2.262, -1.717], [0.313, 2.339, 1.578], [0.291, 0.159, -0.071], [2.090, 0.329, 1.017], [-0.472, -0.473, -0.501], [-0.678, 0.855, -0.192], [0.437, 0.143, -0.896], [1.904, -0.865, -0.837], [-0.699, 0.068, 0.656], [0.042, 1.022, 1.127]], "multiplicity": 3, "total_charge": 0, "homo_lumo_gap_ha": [0.2530, 0.2127], "homo_energy_ev": [-6.807, -8.977], "lumo_energy_ev": [0.08, -3.19], "total_energy_ev": -36727.705}

=====

{"formula": "C6H7BrN2S", "method": "ωB97M-V with the def2-TZVPD basis set", "symbols": ["C", "C", "C", "C", "C", "C", "N", "N", "S", "Br", "H", "H", "H", "H", "H", "H", "H"], "coordinates": [[-2.431679, -0.733092, -0.560060], [-1.361312, -1.494741, -0.046878], [-2.217373, 0.565239, -0.972759], [-0.089546, -1.061477, -0.269636], [-0.937633, 1.113000, -1.019192], [0.081829, 0.228071, -0.716980], [3.367561, 0.364648, 1.022096], [2.232379, -0.010562, 0.448344], [1.665008, 0.931063, -0.676147], [0.647734, 1.013739, 2.867980], [-3.457945, -1.048369, -0.374173], [-1.488417, -2.613975, 0.067912], [-3.224631, 1.054244, -1.424223], [0.735088, -1.636261, 0.138321], [-0.673760, 2.131357, -1.422774], [3.471202, 1.377653, 1.151038], [3.681495, -0.180535, 1.787132]], "forces_ev_per_a": [[0.226, -0.023, 1.881], [-1.274, -2.198, -2.215], [-3.023, 1.115, -1.756], [0.247, -0.105, 1.193], [-0.001, 0.289, -1.182], [0.096, 0.719, -0.022], [-1.500, 1.101, -1.614], [2.611, -0.058, 2.431], [-0.075, 0.837, -0.436], [0.325, -0.173, -0.552], [0.248, -0.212, -0.520], [-0.108, 1.555, 0.728], [2.843, -0.508, 1.309], [-0.067, 0.025, -0.538], [-0.643, -1.126, 0.688], [0.247, -0.474, -0.090], [-0.151, -0.765, 0.696]], "total_charge": 0, "homo_lumo_gap_ha": [0.2031, 0.2031], "homo_energy_ev": [-7.657, -7.658], "lumo_energy_ev": [-2.13, -2.13], "total_energy_ev": -90189.872, "de_lowest_kj_mol": 191.3}